Molecular formula: C52H105N9O31PS6
Method: DFT, ωB97M-V with the def2-TZVPD basis set

```
! RIJCOSX wB97M-V def2-TZVPD def2/J DEFGRID3
* xyz 1 1
C 35.133 14.448 13.352
C 35.659 15.531 14.236
C 34.912 16.926 14.159
C 34.993 17.699 12.823
P 35.076 19.574 12.885
C 36.524 20.085 13.911
C 37.838 19.240 13.511
C 39.095 19.849 14.286
C 38.981 19.636 15.775
C 35.267 20.059 11.089
C 34.047 20.187 10.162
C 34.405 20.265 8.709
C 33.204 20.552 7.896
C 33.672 20.207 13.871
C 32.334 19.984 13.106
C 31.199 20.688 13.963
C 30.021 21.137 13.075
H 34.876 14.838 12.367
H 34.205 14.023 13.734
H 35.774 13.598 13.119
H 36.653 15.816 13.891
H 35.593 15.255 15.289
H 35.391 17.674 14.791
H 33.905 16.789 14.553
H 34.166 17.549 12.129
H 35.855 17.264 12.318
H 36.142 19.924 14.919
H 36.786 21.143 13.896
H 38.132 19.234 12.461
H 37.844 18.167 13.699
H 39.183 20.896 13.994
H 39.938 19.364 13.794
H 38.260 20.323 16.218
H 39.920 19.982 16.207
H 38.735 18.636 16.132
H 36.012 19.342 10.745
H 35.756 21.028 11.184
H 33.389 20.995 10.482
H 33.479 19.278 10.362
H 34.763 19.266 8.459
H 35.132 21.050 8.498
H 33.425 20.779 6.853
H 32.613 21.391 8.262
H 32.409 19.807 7.842
H 33.788 21.272 14.070
H 33.815 19.665 14.806
H 32.035 18.936 13.121
H 32.311 20.241 12.047
H 31.659 21.473 14.563
H 30.715 20.038 14.692
H 29.670 22.089 13.471
H 29.185 20.438 13.091
H 30.267 21.347 12.034
O 31.170 22.982 8.224
C 29.999 22.824 7.870
N 29.668 22.297 6.743
C 28.862 23.079 8.873
H 30.473 22.306 6.133
H 28.753 21.962 6.477
H 28.225 23.835 8.415
H 29.409 23.292 9.791
H 28.263 22.215 9.162
O 41.364 16.492 14.637
C 40.354 15.777 14.468
N 40.038 15.295 13.269
C 39.238 15.618 15.574
H 39.734 14.340 13.143
H 40.545 15.679 12.485
H 39.082 14.549 15.718
H 38.306 16.151 15.386
H 39.720 15.995 16.476
O 31.148 17.905 9.684
C 30.020 18.155 9.168
N 29.205 17.178 8.731
C 29.509 19.620 9.002
H 29.562 16.303 9.086
H 28.324 17.555 8.411
H 29.930 20.427 9.602
H 28.491 19.684 9.387
H 29.465 19.695 7.916
O 33.941 22.949 11.924
C 33.031 23.714 11.549
N 32.836 23.963 10.264
C 32.137 24.422 12.498
H 31.929 24.155 9.863
H 33.461 23.448 9.660
H 32.335 25.487 12.375
H 32.424 24.225 13.531
H 31.175 24.021 12.178
O 34.994 21.703 16.955
C 35.127 22.911 16.857
N 36.158 23.398 16.166
C 34.309 24.011 17.484
H 36.307 24.383 15.997
H 36.677 22.619 15.788
H 34.819 24.844 17.970
H 33.539 23.615 18.146
H 33.800 24.234 16.546
O 33.996 11.302 15.845
C 35.092 11.756 16.127
N 36.217 11.288 15.613
C 35.097 12.742 17.254
H 37.025 11.324 16.219
H 36.107 10.396 15.154
H 34.231 13.396 17.153
H 36.018 13.319 17.336
H 34.870 12.184 18.162
O 36.700 16.998 10.090
C 36.917 17.050 8.900
N 36.875 15.949 8.116
C 37.533 18.384 8.412
H 37.225 15.897 7.170
H 36.546 15.078 8.508
H 38.122 18.147 7.526
H 38.201 18.838 9.144
H 36.889 19.154 7.987
N 27.671 23.271 14.271
C 26.776 23.002 13.243
C 26.577 23.900 12.165
C 27.352 25.114 12.105
C 28.255 25.321 13.166
C 28.379 24.456 14.271
H 26.273 22.048 13.303
H 25.841 23.598 11.435
H 27.336 25.731 11.219
H 28.780 26.263 13.209
H 29.178 24.837 14.890
N 39.330 12.673 12.012
C 38.390 13.051 11.114
C 38.248 12.365 9.902
C 39.140 11.427 9.538
C 40.060 11.030 10.493
C 40.170 11.640 11.674
H 37.739 13.817 11.510
H 37.428 12.560 9.228
H 38.914 10.938 8.602
H 40.582 10.168 10.104
H 40.863 11.378 12.460
C 43.332 19.152 15.382
C 42.919 19.361 13.926
O 44.142 19.358 13.183
S 45.363 18.529 13.890
O 46.634 19.120 13.468
O 45.173 17.067 13.697
O 44.771 19.032 15.372
H 42.915 18.194 15.692
H 43.163 19.972 16.081
H 42.571 20.376 13.732
H 42.196 18.602 13.627
C 29.309 16.958 16.322
C 28.557 15.739 15.940
O 29.502 14.936 15.224
S 30.773 15.763 14.640
O 30.683 15.939 13.188
O 31.997 15.210 15.262
O 30.435 17.197 15.443
H 29.963 16.876 17.190
H 28.749 17.832 16.654
H 27.896 16.015 15.118
H 28.190 15.091 16.736
C 32.546 14.506 11.137
C 32.948 15.309 9.915
O 33.224 14.376 8.955
S 33.630 12.871 9.446
O 35.052 12.777 9.333
O 32.747 11.843 8.842
O 33.266 13.284 10.963
H 31.489 14.251 11.212
H 32.685 15.170 11.990
H 33.807 15.911 10.210
H 32.249 15.933 9.359
C 32.633 22.744 3.766
C 33.558 22.820 2.640
O 34.573 23.619 3.142
S 35.065 23.009 4.700
O 35.453 24.184 5.608
O 35.991 21.931 4.551
O 33.523 22.540 4.879
H 31.957 21.890 3.730
H 32.218 23.735 3.949
H 33.045 23.422 1.890
H 33.825 21.810 2.329
C 33.360 15.502 18.831
C 33.522 16.519 19.953
O 33.748 17.725 19.348
S 34.613 17.565 17.969
O 36.044 17.385 18.134
O 34.157 18.503 16.947
O 34.084 16.015 17.746
H 32.371 15.148 18.539
H 34.018 14.648 18.991
H 34.443 16.251 20.469
H 32.620 16.439 20.560
C 36.257 20.376 19.797
C 37.645 20.766 19.240
O 38.394 21.022 20.386
S 37.595 21.416 21.708
O 37.369 22.841 21.774
O 38.179 20.814 22.870
O 36.174 20.684 21.140
H 36.030 19.345 19.526
H 35.478 20.954 19.300
H 37.685 21.662 18.620
H 38.237 19.932 18.864
*
```

Summary:
- E_HOMO (Ha) = -0.407
- Kohn-Sham gap (eV) = 9.2